# 1
C13H23GaI2OP2 | ωB97M-V with the def2-TZVPD basis set

```
42
C13H23GaI2OP2 | OMol25 | ωB97M-V with the def2-TZVPD basis set
I 1.0542 -2.4158 1.1757
I 0.6575 -2.8992 -1.8989
Ga 0.3966 0.6370 1.6287
P 2.4074 1.1398 0.3156
C 2.7190 2.6629 1.2787
C 3.8489 0.0592 0.6215
H 4.7873 0.6369 0.6114
H 3.6062 2.0590 -1.6220
H 3.9067 -0.7249 -0.1451
H 2.4711 0.7667 -2.0870
H 2.4966 2.4559 2.3355
H 3.7339 -0.4352 1.5934
C 2.6063 1.6388 -1.4354
H 3.7635 2.9910 1.1818
H 1.8523 2.3881 -1.7062
H 2.0443 3.4530 0.9299
P -1.1409 -4.0905 -0.8010
C -2.3065 -3.2556 0.2815
C -2.0622 -4.7265 -2.2007
H 0.6734 -5.6526 -0.4949
H -0.9351 -6.3446 -0.1226
H -0.1136 -5.2499 1.0527
C -0.2886 -5.4631 -0.0055
H -1.4025 -4.8753 -3.0616
H -2.5090 -5.6823 -1.9038
H -3.1695 -3.9319 0.4005
H -2.6482 -2.3068 -0.1509
H -2.8490 -4.0172 -2.4822
H -1.8621 -3.0457 1.2621
C -1.6127 0.9599 0.9688
O -2.4113 0.0439 0.9449
C -1.5725 5.0684 0.1058
C -2.0195 4.6209 1.3663
C -2.1287 3.2545 1.5854
C -1.7500 2.3819 0.5799
C -1.1957 2.8160 -0.6367
C -1.1123 4.1792 -0.8725
H -1.4939 6.1377 -0.0776
H -2.3142 5.3206 2.1494
H -2.5300 2.8564 2.5257
H -0.8859 2.0593 -1.3568
H -0.7115 4.5301 -1.8339
```

Results
Frontier orbital gap (alpha / beta): 4.831 / 4.820 eV
Total energy: -3786.690966 Ha
Energy relative to the best compared isomer or geometry (same formula, charge and spin): 23.7 kcal per mole
Total charge: +2

Charges computed using natural (NBO), reported in e:
1. I -0.4761
2. I 0.0700
3. Ga 1.0103
4. P 0.8555
5. C -0.9527
6. C -0.9386
7. H 0.2727
8. H 0.2813
9. H 0.2710
10. H 0.2631
11. H 0.2447
12. H 0.2728
13. C -0.9261
14. H 0.2765
15. H 0.2606
16. H 0.2647
17. P 1.3537
18. C -0.9971
19. C -0.9993
20. H 0.2871
21. H 0.2772
22. H 0.2862
23. C -0.9978
24. H 0.2874
25. H 0.2754
26. H 0.2867
27. H 0.2855
28. H 0.2779
29. H 0.2922
30. C 0.3677
31. O -0.4063
32. C -0.1629
33. C -0.1687
34. C -0.1960
35. C -0.2130
36. C -0.2160
37. C -0.1847
38. H 0.2470
39. H 0.2531
40. H 0.2447
41. H 0.2256
42. H 0.2450

***

# 2
C13H23GeN2O4RhSe | ωB97M-V with the def2-TZVPD basis set

```
45
C13H23GeN2O4RhSe | OMol25 | ωB97M-V with the def2-TZVPD basis set
Rh -0.0495 0.1189 0.1219
O 2.7609 -1.5403 2.1250
Se 2.3038 -0.0699 1.6640
O 0.5796 0.0993 1.9525
O 2.1090 0.0645 0.0104
O 3.0297 1.1897 2.3424
C 0.3158 6.4147 -0.2816
C 0.1999 4.9252 -0.1528
C 0.5979 4.2564 0.9938
C 0.4875 2.8800 1.0712
N -0.0070 2.1542 0.0635
C -0.3962 2.7878 -1.0502
C -0.3086 4.1526 -1.1959
H 0.6892 6.8639 0.6363
H -0.6532 6.8579 -0.5145
H 0.9980 6.6748 -1.0923
H 1.0082 4.7947 1.8372
H 0.8093 2.3288 1.9423
H -0.7922 2.1673 -1.8450
H -0.6333 4.6109 -2.1205
C 2.2110 -4.4745 0.5909
C 0.6832 -4.3608 0.6002
C 0.2699 -2.9845 0.3519
N 0.0019 -1.8965 0.1336
H 2.4914 -5.5036 0.8084
H 2.6513 -3.8035 1.3259
H 2.6090 -4.2024 -0.3858
H 0.2650 -4.6566 1.5635
H 0.2202 -4.9874 -0.1640
C -4.8551 -0.0052 1.8048
Ge -2.9017 0.0264 1.9284
C -2.3152 1.5904 2.9461
C -2.2761 -1.5953 2.8219
C -2.0768 0.1347 0.1698
H -5.2975 -0.0626 2.8002
H -5.1943 -0.8680 1.2304
H -5.2269 0.8969 1.3172
H -2.8756 1.6785 3.8779
H -2.4586 2.5075 2.3711
H -1.2559 1.4931 3.1846
H -2.7200 -1.6808 3.8147
H -1.1917 -1.5542 2.9254
H -2.5452 -2.4849 2.2489
H -2.3963 1.0555 -0.3337
H -2.3825 -0.7195 -0.4486
```

Results
Frontier orbital gap: 8.278 eV
Total energy: -5508.410816 Ha
Energy relative to the best compared isomer or geometry (same formula, charge and spin): 0.0 kcal per mole

Charges computed using natural (NBO), reported in e:
1. Rh 1.0703
2. O -1.0329
3. Se 2.7176
4. O -0.8936
5. O -1.0613
6. O -1.0111
7. C -0.6398
8. C 0.0608
9. C -0.2384
10. C 0.0834
11. N -0.4214
12. C 0.0615
13. C -0.2567
14. H 0.2253
15. H 0.2302
16. H 0.2336
17. H 0.2315
18. H 0.2618
19. H 0.2073
20. H 0.2265
21. C -0.5983
22. C -0.5136
23. C 0.4941
24. N -0.3877
25. H 0.2160
26. H 0.2640
27. H 0.2177
28. H 0.2598
29. H 0.2501
30. C -1.0847
31. Ge 1.6238
32. C -1.0947
33. C -1.0961
34. C -1.0824
35. H 0.2294
36. H 0.2270
37. H 0.2267
38. H 0.2288
39. H 0.2209
40. H 0.2444
41. H 0.2291
42. H 0.2489
43. H 0.2177
44. H 0.1975
45. H 0.2072

***

# 3
C13H23GeN4O3SZn | ωB97M-V with the def2-TZVPD basis set

```
46
C13H23GeN4O3SZn | OMol25 | ωB97M-V with the def2-TZVPD basis set
Zn 0.4850 1.0435 -0.2377
N 3.1707 1.1774 -1.8499
C 2.9877 2.2146 -2.8623
C 2.3635 3.4649 -2.2463
C 0.8215 3.3747 -2.1320
O 0.1749 4.3331 -2.5294
O 0.3120 2.2839 -1.6715
H 3.9325 1.4273 -1.2295
H 3.4013 0.2911 -2.2818
H 2.3160 1.8214 -3.6277
H 3.9374 2.4769 -3.3518
H 2.5848 4.3390 -2.8560
H 2.7815 3.6198 -1.2462
C -0.6119 -1.8619 3.8004
S -1.2711 -0.4309 2.8563
C -2.9165 -0.4900 3.6440
O -1.4933 -0.9317 1.4881
H -0.6825 -1.6440 4.8654
H 0.4307 -1.9916 3.5161
H -1.1819 -2.7515 3.5381
H -2.8119 -0.3375 4.7174
H -3.3787 -1.4479 3.4125
H -3.5023 0.3193 3.2143
C 0.7834 -1.5821 -2.8992
Ge 0.6150 -2.1545 -1.0090
C -1.1852 -2.9049 -0.7214
C 1.8638 -3.6946 -0.7221
C 1.2985 -0.7228 0.1390
H 0.2526 -2.2582 -3.5706
H 1.8300 -1.5566 -3.2088
H 0.3701 -0.5791 -3.0197
H -1.3996 -3.6634 -1.4770
H -1.9495 -2.1325 -0.7631
H -1.2371 -3.3692 0.2619
H 1.6021 -4.5640 -1.3292
H 1.8330 -3.9961 0.3269
H 2.8913 -3.4132 -0.9601
H 2.3708 -0.6830 -0.0573
H 1.1657 -0.9983 1.1863
N -0.8739 2.0117 0.9064
C -1.9808 2.2658 1.1314
C -3.2741 2.5717 1.5132
C -4.3749 2.3632 0.6563
N -5.3064 2.1927 -0.0040
C -3.4875 3.0867 2.8080
N -3.6563 3.4806 3.8818
```

Results
Frontier orbital gap: 7.716 eV
Total energy: -5208.387728 Ha
Energy relative to the best compared isomer or geometry (same formula, charge and spin): 26.7 kcal per mole
Total charge: -1

Charges computed using natural (NBO), reported in e:
1. Zn 1.5927
2. N -0.8404
3. C -0.2108
4. C -0.5217
5. C 0.7984
6. O -0.6642
7. O -0.9397
8. H 0.3463
9. H 0.3570
10. H 0.1969
11. H 0.1532
12. H 0.2192
13. H 0.2010
14. C -0.8207
15. S 1.2725
16. C -0.8183
17. O -0.9979
18. H 0.2174
19. H 0.2306
20. H 0.2257
21. H 0.2195
22. H 0.2243
23. H 0.2535
24. C -1.0919
25. Ge 1.6158
26. C -1.0736
27. C -1.0849
28. C -1.5307
29. H 0.2190
30. H 0.2111
31. H 0.2378
32. H 0.2109
33. H 0.2445
34. H 0.2260
35. H 0.2117
36. H 0.2141
37. H 0.2122
38. H 0.2158
39. H 0.2085
40. N -0.6343
41. C 0.4828
42. C -0.6199
43. C 0.3153
44. N -0.3889
45. C 0.3155
46. N -0.4116

***

# 4
C13H23I2MnOP2Se | ωB97M-V with the def2-TZVPD basis set

```
43
C13H23I2MnOP2Se | OMol25 | ωB97M-V with the def2-TZVPD basis set
I -3.2542 0.2705 -1.3016
I 3.2957 0.8340 -1.0580
Mn -0.8472 0.2170 -0.7210
P -0.5894 -2.1192 -1.4550
C -0.8771 -3.1918 -0.0033
C -1.8814 -2.7282 -2.6062
H -1.7090 -3.7864 -2.8339
H 0.7813 -3.8114 -2.5369
H -1.8500 -2.1481 -3.5344
H 1.1966 -2.1595 -3.0896
H -1.8100 -2.8743 0.4864
H -2.8711 -2.6069 -2.1566
C 0.9348 -2.7699 -2.2173
H -0.9833 -4.2296 -0.3478
H 1.7633 -2.7178 -1.5035
H -0.0464 -3.0872 0.7016
P -0.5372 2.6709 -1.4276
C -0.7252 3.6845 0.0881
C 0.9476 3.4633 -2.1518
H -1.8596 2.8746 -3.4364
H -1.5929 4.4673 -2.6661
H -2.8183 3.3256 -2.0064
C -1.8369 3.4122 -2.4828
H 1.2097 2.9224 -3.0683
H 0.7202 4.5161 -2.3836
H -0.6798 4.7518 -0.1656
H 0.0967 3.4230 0.7650
H 1.7887 3.3745 -1.4514
H -1.6769 3.4526 0.5801
C -1.3876 0.9161 0.8961
O -1.6046 1.0133 2.0427
Se 1.1267 -0.3724 0.1730
C 1.3111 -0.7788 2.1392
C 0.3620 -1.4373 2.9252
C 0.6190 -1.6177 4.2932
C 1.7968 -1.1270 4.8779
C 2.7463 -0.4912 4.0650
C 2.5117 -0.3446 2.6900
H -0.5651 -1.8145 2.4927
H -0.1123 -2.1365 4.9111
H 1.9881 -1.2601 5.9485
H 3.6706 -0.1088 4.4982
H 3.2486 0.1297 2.0316
```

Results
Frontier orbital gap (alpha / beta): 5.464 / 5.496 eV
Spin multiplicity: 5
Total energy: -5414.322594 Ha
Energy relative to the best compared isomer or geometry (same formula, charge and spin): 0.0 kcal per mole
Total charge: +2
Expectation value of S²: 6.189

Charges computed using natural (NBO), reported in e:
1. I 0.0254
2. I 0.2491
3. Mn 0.5354
4. P 0.9659
5. C -0.9493
6. C -0.9407
7. H 0.2634
8. H 0.2787
9. H 0.2614
10. H 0.2637
11. H 0.2561
12. H 0.2633
13. C -0.9451
14. H 0.2802
15. H 0.2581
16. H 0.2490
17. P 0.8347
18. C -0.9372
19. C -0.9235
20. H 0.2562
21. H 0.2592
22. H 0.2591
23. C -0.9255
24. H 0.2527
25. H 0.2643
26. H 0.2734
27. H 0.2425
28. H 0.2482
29. H 0.2447
30. C 0.4315
31. O -0.3716
32. Se 0.2034
33. C -0.1661
34. C -0.2062
35. C -0.1879
36. C -0.1590
37. C -0.1675
38. C -0.2447
39. H 0.2157
40. H 0.2513
41. H 0.2548
42. H 0.2519
43. H 0.2309